Computed, not measured: a molecular structure, C14H20Cl2F6O3Pd, with ωB97M-V/def2-TZVPD.

Properties
Multiplicity   5
Total charge   -2
E_LUMO (alpha / beta)   5.16 / 3.99 eV
Frontier orbital gap (alpha / beta)   6.701 / 6.069 eV
HOMO level (alpha / beta)   -0.057 / -0.076 hartree

Geometry (Å):
H  -0.6978  2.6130  -4.2949
H  0.2788  -1.3763  -4.2558
O  1.2832  3.3098  -2.0634
F  4.1251  -2.9054  2.4129
C  -1.3836  -2.2120  -1.2497
F  4.2884  -0.0982  2.0394
C  -1.4242  -0.8098  -1.7293
H  0.6522  -1.9691  4.1390
H  -4.1784  -0.7863  -0.8448
H  1.1797  2.9872  -1.1350
C  3.1650  -2.5913  3.3167
H  -1.8260  -2.8921  -1.9860
F  3.7817  -2.4476  4.5396
H  -3.1847  -0.3326  0.5756
C  -2.6248  2.7268  -1.7051
C  -0.5131  -0.2250  -2.6276
Cl  -1.6918  -1.0098  2.5263
H  -1.9073  -2.3201  -0.2963
F  2.4906  1.0871  2.4517
H  -1.9665  3.5272  -2.0405
C  2.2724  -1.2929  2.8920
H  -3.5635  2.7837  -2.2594
H  1.0282  -0.4865  0.8638
F  3.7030  0.3350  4.1161
H  0.7916  1.7080  -3.9719
C  -2.3464  0.1871  -1.3292
O  0.4961  0.2214  0.3336
C  -0.1080  2.1238  -3.5437
O  1.7885  -1.5396  1.7083
H  0.6381  -0.2409  3.8507
C  -0.8193  1.1642  -2.7498
Pd  -0.9549  0.7738  1.6323
H  0.4889  3.0587  -2.6604
H  1.8361  -0.9248  5.0039
H  0.9968  -1.7186  -2.6746
F  2.3298  -3.6645  3.4227
C  1.3003  -1.0885  4.0632
H  1.4006  -0.2109  -3.5356
H  -2.8205  2.8618  -0.6365
H  -4.0606  0.9116  -0.3209
Cl  -2.2418  2.7636  1.9328
C  -1.9673  1.4169  -1.9319
C  3.2197  0.0201  2.8654
H  -0.3425  -2.5237  -1.0943
C  -3.5172  0.0083  -0.4361
C  0.6050  -0.9227  -3.3135

Computed, not measured: 12 unconnected molecules or ions with the total composition C38H80F14N12O32S14, with ωB97M-V/def2-TZVPD.

Properties
Total charge   -2
E_LUMO   -1.49 eV
Frontier orbital gap   3.592 eV
HOMO level   -0.187 hartree

Geometry (Å):
N  3.5656  4.4949  -2.3978
S  -1.6273  -3.1201  -3.5073
N  -3.8844  -2.9723  1.5590
F  4.4647  -6.2160  1.4753
O  2.6987  -5.5352  0.0748
H  0.0423  5.1767  2.0338
C  0.0828  0.8307  -8.0396
C  1.5513  1.0321  -7.4692
F  2.0623  5.3118  -3.8794
C  -0.3876  6.1755  1.9584
O  3.3757  1.9092  -1.5986
H  -1.8562  -5.3120  6.0009
S  0.8696  1.0262  5.6104
H  0.9188  7.4912  3.8498
O  -0.3395  -2.4266  -3.5091
H  -0.1545  -6.8111  0.6741
S  -3.0559  5.1349  -1.0041
H  -0.4560  3.4963  3.1618
C  -1.5568  -7.2094  3.7387
H  3.9018  1.4173  -5.1940
H  -2.1672  -2.2394  5.6500
N  -0.4076  -0.3538  1.1590
H  2.3634  -0.1393  -0.8220
H  1.4850  -0.8116  3.0876
H  0.0190  -0.1517  -8.5074
H  1.1979  5.0245  4.1185
C  3.0730  -1.9738  -5.4696
C  4.0493  -0.4977  -7.1148
H  -0.3552  4.0868  6.2315
O  -0.3176  4.4855  -1.1797
H  -4.7279  3.4246  -4.3045
C  0.2674  0.3412  -1.2250
N  -2.3021  -5.9483  3.2601
F  -3.7433  -3.7666  -0.6986
F  4.8361  3.5667  -0.6534
N  -1.7774  -4.3680  -4.3321
H  0.3739  -5.6202  1.5929
H  -0.5424  -2.5411  2.7375
H  -0.7454  -4.6099  3.7018
S  -1.1729  4.5326  -2.3745
H  4.5923  0.1152  -4.2960
H  2.2031  0.1379  -9.4407
H  -3.8471  -6.1498  4.5007
C  -1.9199  -6.0357  1.7339
H  -1.6604  2.1804  -0.8755
F  -4.6523  4.9729  -1.1101
H  -1.9112  2.0871  0.8041
H  -0.7304  0.9132  -7.3185
C  1.1455  -1.8156  -0.2233
H  -3.9459  3.8975  4.8033
H  -2.4472  -6.8692  1.2698
S  4.9884  -3.9109  -1.4187
H  -2.1582  8.4652  4.0346
C  0.1185  6.8911  4.2828
H  1.4952  3.2345  -7.6349
S  3.0196  4.0109  -3.6939
O  3.5573  -6.0561  6.2876
F  3.8300  -2.0707  4.4958
C  -2.1678  -4.4495  5.4118
O  -2.9966  6.6073  -1.1261
H  -0.1836  1.6045  -8.7596
O  4.9396  -4.2453  4.6218
C  -1.6093  -3.1204  5.9671
S  -3.8428  -2.3325  0.0033
C  0.5551  -1.5131  1.1954
C  -3.7765  -6.0739  3.4156
H  -1.4494  -7.2718  4.8216
N  -3.8960  2.8589  -4.2154
H  -1.1218  6.0850  1.1578
O  1.9714  2.9959  -3.7864
C  2.4960  0.8636  -8.6819
H  -0.4848  -0.2288  -1.7703
C  -0.6744  4.8944  5.5728
H  2.6060  2.6142  -6.4970
H  1.7590  1.6013  0.7165
C  3.6850  0.4169  -4.8193
C  -1.5512  8.2186  3.1635
H  -4.2872  -5.1854  3.0443
S  3.6080  -3.7111  4.6328
O  -3.3655  6.0825  3.2313
O  4.2169  -3.8303  1.1440
C  -2.9845  3.0601  -5.4481
F  4.0443  1.9098  7.3873
C  -0.4082  -6.3778  1.6415
O  3.7235  -3.3914  -1.7564
H  0.4089  2.2032  1.6571
H  -2.0442  2.5288  -5.3013
C  -0.2564  -7.2641  2.9121
O  -4.1091  -0.4135  1.8134
H  -4.2115  -6.9460  2.9274
F  -1.8579  -4.5255  -6.7873
H  2.3110  -2.2698  -4.7486
H  2.3907  -0.4843  1.6172
O  -5.0831  -1.7651  -0.6308
H  1.9965  -2.4916  -0.1398
H  -1.5440  -3.0319  7.0516
C  -1.7853  4.5249  4.5082
H  0.4338  1.2497  -1.8038
H  4.0983  -1.4670  -7.6110
H  2.8731  0.5368  -4.1021
C  -0.2366  -2.7016  1.7036
H  -1.1387  -2.9209  1.1323
H  5.1024  -0.4596  -6.8361
H  2.4940  1.8030  -9.2347
O  -6.0968  -1.9661  2.1852
S  -1.1937  -3.5723  -5.7505
O  -0.8639  5.4664  -3.4932
O  -2.8813  4.5027  0.3224
C  -4.8019  1.0816  -2.5400
H  -0.3162  7.5217  5.0584
C  -4.1845  1.3933  -3.8257
H  -3.3899  4.9699  6.0338
O  2.6469  3.2081  5.9116
H  -0.0007  -8.2540  2.5339
H  -3.2335  -4.3088  5.5928
H  -2.8724  3.3029  6.0136
O  -2.5605  -1.7705  -0.3670
H  0.9505  2.6003  -6.0769
F  -0.6765  3.2052  -3.1674
S  4.2030  3.0114  -2.0189
C  1.6195  2.4221  -6.9189
H  1.7553  -1.0688  -2.1170
H  -2.3797  0.7124  -0.2238
C  1.7604  -1.2209  2.1156
C  -1.6189  1.4728  -0.0475
H  4.0210  -2.3891  -5.1277
H  -3.4768  2.5980  -6.3038
O  -0.2990  1.7414  6.1558
O  -1.8019  -2.3036  -6.1901
H  -2.1023  -8.0969  3.4180
F  5.3650  -4.5516  -2.8433
H  2.9115  -2.7774  -6.1882
H  -2.2612  -5.0786  1.3394
N  -2.1458  5.8284  3.7796
H  -2.1826  3.3801  2.7464
N  2.1705  0.7583  6.6292
O  -1.0096  0.0090  2.4007
H  -1.6016  2.4590  4.0876
S  -4.6600  -1.7868  2.0085
O  -4.0506  0.5092  -4.6786
H  0.6593  2.7729  0.0310
O  0.8614  -0.0887  -5.3456
H  -2.9042  4.0845  -5.8117
C  1.4673  -0.6694  -1.1446
H  -4.5533  0.0947  -2.1495
H  4.4327  1.4675  -7.9190
N  -2.5949  4.1537  -2.2804
N  1.7805  -0.0030  -6.3548
O  4.0121  1.3831  5.0337
C  -3.0582  4.1669  5.3755
O  0.1940  -3.7319  -6.1719
H  0.4946  6.7731  1.7286
F  -1.4842  -3.9289  -2.0855
C  3.9400  0.5402  -8.2112
C  0.6063  5.5334  4.8795
O  6.0728  -2.9531  -1.2515
N  5.1281  -5.4237  -0.6099
C  0.7077  1.8832  0.6588
N  2.9178  -3.5626  6.1906
S  4.0502  -5.0605  0.3745
H  -5.8716  1.0954  -2.7494
H  0.4702  -2.3929  -0.8548
F  0.4757  -0.5627  5.6673
O  5.3479  2.6689  -2.8487
H  -0.7877  8.9637  2.9399
H  0.4508  -3.5391  1.5845
S  3.0817  1.8336  6.0428
H  4.3756  0.1370  -9.1254
H  -0.5810  -2.9658  5.6402
O  1.2587  -5.4748  5.4406
H  0.6466  -6.9409  3.4300
O  3.8263  4.2366  -4.9023
H  1.3064  5.8174  5.6652
H  -2.3930  -3.9180  3.3712
F  1.9742  -4.8785  7.6838
C  -1.8127  -4.6620  3.9169
H  2.4349  -2.0690  2.2332
H  -2.2963  8.3242  2.3750
O  1.1283  1.1798  4.1733
O  -2.7518  -2.2016  -3.2244
F  -4.2412  -1.9721  3.5387
C  3.1563  -0.4589  -5.9322
C  -1.0209  6.7428  3.2161
H  -3.3409  3.3789  -3.5510
H  -1.0513  5.5623  6.3473
H  -4.6102  1.9312  -1.8847
C  -1.4643  3.4061  3.5658
O  2.6916  -3.9813  3.5542
C  -0.2819  0.8187  0.1295
S  2.4628  -5.0392  6.1755

Number 1: molar mass 527.63 g mol⁻¹. Number 2: molar mass 1932.02 g mol⁻¹.